{"formula": "C35H51N6O6P2S2TeW", "method": "the ωB97M-V functional and the def2-TZVPD basis", "total_charge": 4, "e_lumo_ev": [-13.240, -12.833], "multiplicity": 2, "homo_ev": [-16.84, -16.84], "elements": ["W", "Te", "S", "S", "P", "P", "O", "O", "O", "O", "O", "O", "N", "N", "N", "N", "N", "N", "C", "C", "C", "C", "C", "C", "C", "C", "C", "C", "C", "C", "C", "C", "C", "C", "C", "C", "C", "C", "C", "C", "C", "C", "C", "C", "C", "C", "C", "C", "C", "C", "C", "C", "C", "H", "H", "H", "H", "H", "H", "H", "H", "H", "H", "H", "H", "H", "H", "H", "H", "H", "H", "H", "H", "H", "H", "H", "H", "H", "H", "H", "H", "H", "H", "H", "H", "H", "H", "H", "H", "H", "H", "H", "H", "H", "H", "H", "H", "H", "H", "H", "H", "H", "H", "H"], "positions_angstrom": [[-0.399, -0.011, 1.246], [1.340, 2.123, 1.543], [1.167, -0.928, 2.867], [-1.896, -1.168, 2.644], [-0.392, -1.580, 4.004], [-1.418, -0.004, -1.144], [-1.697, 1.501, 1.344], [-1.314, -1.260, -2.053], [-0.280, -3.045, 4.452], [-0.679, -0.735, 5.250], [-2.903, 0.524, -1.109], [-0.424, 1.056, -1.730], [0.740, -1.328, 0.020], [2.347, -2.470, -3.551], [1.557, -1.376, -3.580], [-3.097, 3.185, 1.036], [2.090, -2.517, -1.220], [1.076, -1.230, -4.753], [1.325, -2.505, -6.920], [-2.928, 1.914, 1.267], [1.449, -0.854, 6.538], [0.469, 3.834, 0.717], [1.292, -4.867, 4.113], [-3.587, 1.343, -2.152], [0.285, -2.647, 0.007], [0.005, 1.181, -3.185], [-0.018, -4.283, 3.667], [2.427, 4.086, 5.185], [2.384, -3.055, -4.793], [-3.771, 0.612, -3.453], [2.997, -2.834, -2.323], [-1.874, -3.086, -3.515], [-4.110, 1.049, 1.502], [1.959, -3.605, -7.442], [0.341, 2.987, 5.685], [-0.502, 2.463, -3.767], [1.396, 3.803, 6.069], [2.412, 3.554, 3.900], [-0.413, 4.617, 1.469], [-0.045, -0.951, 6.611], [0.455, 5.463, -1.047], [1.839, -1.285, -0.740], [-0.435, 6.235, -0.319], [-0.867, 5.816, 0.938], [2.802, -4.425, -6.652], [0.912, 4.253, -0.534], [1.343, 2.739, 3.538], [3.040, -4.177, -5.321], [-2.278, -2.366, -2.259], [2.696, -0.100, -0.987], [1.552, -2.235, -5.559], [0.305, 2.438, 4.409], [1.120, -3.378, -0.761], [-2.824, 0.301, -3.897], [-1.577, 2.451, -3.941], [-0.248, 3.322, -3.149], [1.441, -5.823, 3.609], [-4.538, 1.588, -1.685], [3.219, 3.788, 3.219], [-0.024, 2.596, -4.739], [-2.221, -2.997, -1.372], [-3.929, 0.028, 1.185], [0.815, 5.811, -2.006], [-0.345, 0.286, -3.694], [2.129, -4.215, 3.865], [-4.249, 1.294, -4.158], [0.692, -1.866, -7.519], [1.890, -1.670, 5.962], [3.247, 4.721, 5.488], [1.108, -4.419, -1.034], [-2.988, 2.249, -2.251], [-0.467, 2.789, 6.377], [3.413, 0.029, -0.173], [-0.509, -0.166, 7.201], [-4.024, 3.589, 1.011], [-2.292, 3.798, 0.931], [-1.889, -2.416, -4.372], [-2.575, -3.899, -3.700], [1.088, 1.120, -3.135], [3.281, -5.272, -7.123], [-0.408, -1.920, 6.947], [3.703, -4.803, -4.741], [1.629, 3.671, -1.101], [1.835, -0.945, 7.555], [-4.975, 1.436, 0.965], [-0.874, -3.508, -3.424], [1.829, -3.859, -8.484], [-1.527, 6.449, 1.518], [1.778, 0.104, 6.136], [3.238, -0.209, -1.921], [1.412, 4.228, 7.063], [-3.270, -1.924, -2.323], [-0.692, 4.333, 2.477], [3.947, -2.317, -2.172], [-0.875, -4.914, 3.891], [-4.427, -0.249, -3.343], [-0.533, 1.819, 4.114], [-0.775, 7.183, -0.713], [-0.611, -2.949, 0.523], [-0.033, -4.001, 2.613], [-4.339, 1.060, 2.571], [1.283, -5.058, 5.184], [2.083, 0.796, -1.072], [3.184, -3.908, -2.313]], "forces_ev_per_angstrom": [[-0.3, -0.3, -0.4], [0.4, 0.3, 0.0], [0.3, 0.1, 0.1], [-0.1, 0.2, -0.1], [0.2, -0.3, 0.2], [-0.3, 0.0, -0.1], [-0.1, 0.2, 0.0], [0.1, 0.2, 0.1], [-0.1, 0.3, 0.0], [0.0, 0.0, 0.0], [0.4, -0.1, -0.1], [-0.2, -0.1, 0.1], [0.0, -0.2, 0.1], [0.0, -0.2, -0.3], [0.0, 0.1, 0.1], [-0.1, -0.3, 0.0], [-0.1, 0.2, 0.3], [-0.1, 0.0, -0.1], [0.1, -0.1, 0.1], [-0.1, 0.3, 0.0], [0.0, 0.0, 0.1], [-0.2, 0.2, 0.0], [0.0, 0.0, 0.0], [0.1, 0.0, 0.1], [0.0, -0.4, -0.1], [0.0, -0.2, 0.1], [0.0, 0.1, 0.0], [0.0, -0.1, -0.1], [0.1, -0.1, 0.0], [0.0, 0.1, 0.0], [0.1, 0.0, 0.1], [0.0, 0.0, 0.0], [0.0, -0.1, 0.1], [0.0, 0.1, 0.1], [-0.1, -0.1, -0.1], [0.0, 0.0, 0.0], [0.0, 0.0, 0.1], [-0.1, 0.0, 0.2], [0.3, 0.1, 0.0], [-0.2, -0.1, 0.0], [0.0, -0.1, 0.0], [0.2, 0.1, -0.2], [0.0, 0.1, 0.0], [0.0, 0.0, 0.0], [0.0, 0.1, 0.0], [0.0, 0.0, 0.0], [0.0, 0.0, 0.1], [-0.1, 0.2, 0.0], [0.0, 0.1, 0.1], [0.0, 0.0, 0.0], [0.1, -0.2, -0.1], [-0.1, 0.1, 0.1], [-0.2, 0.1, 0.1], [0.0, 0.0, 0.0], [0.0, 0.0, 0.0], [0.0, 0.0, 0.0], [0.0, 0.0, 0.0], [0.0, 0.0, -0.1], [0.0, 0.0, 0.0], [0.0, 0.0, 0.0], [0.0, 0.0, -0.1], [0.0, 0.0, 0.0], [0.0, 0.0, 0.0], [0.0, 0.1, 0.0], [0.0, 0.0, 0.0], [0.0, 0.0, 0.0], [0.0, 0.0, 0.0], [0.0, 0.0, 0.0], [0.0, 0.0, 0.0], [0.0, 0.0, 0.0], [-0.1, 0.0, -0.1], [0.0, 0.0, 0.0], [0.0, 0.0, 0.0], [0.0, 0.0, 0.0], [0.0, 0.0, 0.0], [0.0, 0.1, 0.0], [0.0, 0.0, 0.0], [0.0, 0.0, 0.0], [-0.1, 0.1, 0.0], [0.0, 0.0, 0.0], [0.0, 0.0, 0.0], [0.0, 0.0, 0.0], [0.0, 0.0, 0.0], [0.0, 0.0, 0.0], [0.0, 0.0, 0.1], [0.0, 0.0, 0.0], [0.0, 0.0, 0.0], [0.0, 0.0, 0.0], [0.0, 0.0, 0.0], [0.0, 0.0, 0.0], [0.0, 0.0, 0.0], [0.0, 0.0, 0.0], [0.0, 0.0, 0.0], [-0.1, 0.0, 0.0], [0.1, 0.0, 0.0], [0.0, 0.0, 0.0], [0.0, 0.0, 0.0], [0.0, 0.0, 0.0], [0.1, 0.0, 0.0], [0.1, -0.1, 0.0], [0.0, 0.0, 0.0], [0.0, 0.0, 0.0], [0.0, 0.0, 0.0], [0.0, 0.1, 0.0]], "lowdin_charge": [0.941, 1.574, 0.396, 0.511, 0.032, 0.634, -0.357, -0.250, -0.260, -0.293, -0.276, -0.267, -0.188, -0.039, 0.040, 0.302, 0.022, 0.096, 0.014, -0.454, -0.058, -0.483, -0.041, -0.177, -0.153, -0.188, -0.181, -0.021, -0.151, -0.045, -0.021, -0.037, 0.011, -0.037, -0.050, -0.032, -0.019, -0.107, -0.161, -0.142, -0.035, -0.309, -0.014, -0.048, -0.032, -0.125, -0.511, 0.004, -0.191, -0.003, -0.211, -0.155, 0.020, 0.077, 0.071, 0.072, 0.104, 0.128, 0.113, 0.113, 0.114, 0.059, 0.131, 0.075, 0.083, 0.113, 0.123, 0.075, 0.132, 0.155, 0.110, 0.124, 0.101, 0.132, 0.169, 0.100, 0.090, 0.105, 0.100, 0.125, 0.131, 0.116, 0.105, 0.112, 0.115, 0.075, 0.123, 0.132, 0.080, 0.094, 0.132, 0.107, 0.112, 0.153, 0.141, 0.095, 0.081, 0.133, 0.092, 0.089, 0.126, 0.101, 0.031, 0.156]}